A structure of composition C22H47Cl2NO2P2Sc at a distorted geometry, computed with the ωB97M-V functional and the def2-TZVPD basis.

Geometry as XYZ:
```
77
Properties=species:S:1:pos:R:3:forces:R:3
Sc -0.016677 0.346191 0.060692 -1.9 -2.5 0.5
Cl -0.281665 0.625438 -2.195834 0.3 0.0 -2.1
P -2.660401 -0.823587 -0.469557 0.2 2.7 0.3
C -3.023651 -1.791951 -2.047212 0.5 0.2 0.2
C -3.594421 -1.749929 0.803430 -0.2 -0.2 0.0
C -3.727977 0.710683 -0.769752 -0.8 -0.4 -0.4
C -1.870972 -2.755122 -2.347259 0.0 -0.2 -0.3
H -3.043159 -1.022542 -2.838985 0.1 -0.1 0.3
C -4.361372 -2.551048 -2.124363 -0.1 -0.1 0.0
H -4.381451 -3.443399 -1.488061 0.0 0.2 -0.2
H -4.508257 -2.888166 -3.162905 0.1 0.0 0.2
H -5.227877 -1.942136 -1.858756 0.2 -0.2 0.0
H -0.937658 -2.224744 -2.560327 -0.1 0.0 0.2
H -2.123615 -3.341484 -3.239939 0.0 0.0 0.0
H -1.711057 -3.466069 -1.525325 0.1 0.2 -0.2
H -3.200060 1.179450 -1.616115 0.0 -0.2 0.2
C -3.713610 1.698252 0.413908 0.0 0.1 0.0
C -5.164379 0.437182 -1.212059 -0.2 0.7 -0.1
H -5.209253 -0.046807 -2.190269 0.0 0.1 0.1
H -5.678940 1.400639 -1.291613 -0.3 0.0 -0.1
H -5.711891 -0.161041 -0.474563 0.0 0.0 -0.1
H -3.028903 1.421496 1.227737 -0.1 0.0 -0.4
H -4.735802 1.772437 0.826207 0.4 0.1 0.0
H -3.384772 2.692898 0.076412 -0.2 -0.2 0.1
C -3.106735 -3.203291 0.895792 0.0 -0.2 0.3
H -4.648735 -1.727731 0.465257 0.3 -0.2 0.3
C -3.466341 -1.070873 2.174585 -0.1 -0.1 0.1
H -3.312609 -3.793775 -0.002407 0.2 0.2 0.2
H -3.633791 -3.699945 1.720770 0.1 0.0 0.0
H -2.030442 -3.249532 1.119101 -0.3 0.0 -0.1
H -2.413134 -0.906707 2.455403 -0.3 0.0 -0.1
H -3.912286 -1.722556 2.939237 0.0 0.1 -0.1
H -3.994731 -0.111135 2.199639 0.2 -0.3 0.1
Cl 0.240375 -1.803732 1.158221 2.7 -1.7 2.4
H -1.100957 -1.321271 0.324975 -0.5 0.5 -2.2
P 2.820220 0.150336 -0.440427 0.4 -0.4 0.2
C 3.497264 1.582241 -1.431089 0.2 0.1 0.0
C 4.002059 -0.007147 1.027246 -0.1 0.0 -0.4
C 3.344634 -1.277976 -1.552664 -0.1 0.4 0.0
C 2.600294 2.825137 -1.350172 0.0 0.1 0.0
H 3.483939 1.227431 -2.475732 0.0 0.1 0.3
C 4.929724 1.982287 -1.061220 0.1 0.2 -0.2
H 4.974206 2.315084 -0.014912 0.1 0.0 -0.3
H 5.240273 2.814773 -1.708555 0.0 0.0 0.2
H 5.662200 1.186274 -1.210936 -0.1 0.1 0.2
H 1.579385 2.642018 -1.702187 0.2 0.0 0.1
H 3.058506 3.612706 -1.971682 -0.2 -0.1 0.2
H 2.523692 3.204216 -0.320662 0.1 -0.1 -0.2
H 2.793278 -1.056425 -2.485638 0.1 0.0 0.3
C 2.893656 -2.669033 -1.060321 -0.2 0.0 0.0
C 4.844256 -1.242705 -1.883392 -0.1 -0.2 -0.1
H 5.094731 -0.346893 -2.468090 0.0 -0.4 0.1
H 5.089068 -2.138670 -2.477029 0.1 0.3 0.1
H 5.466577 -1.261211 -0.973652 -0.2 0.0 -0.3
H 2.069592 -2.601451 -0.337358 0.3 -0.1 -0.2
H 3.725527 -3.219234 -0.591306 -0.3 0.2 -0.2
H 2.522548 -3.246977 -1.919697 0.2 0.0 0.2
C 3.560576 0.986286 2.100375 -0.1 0.2 0.2
H 5.023979 0.247338 0.692012 -0.4 -0.1 0.1
C 4.031249 -1.415591 1.629315 -0.1 -0.1 0.1
H 3.469792 2.017331 1.727712 0.1 -0.2 0.0
H 4.297307 0.970083 2.914164 -0.1 0.1 0.0
H 2.581499 0.718288 2.523677 0.2 -0.1 -0.1
H 3.018861 -1.776352 1.856771 0.1 0.1 -0.1
H 4.591897 -1.382685 2.571587 -0.1 0.0 0.0
H 4.525878 -2.151970 0.989396 -0.1 0.2 0.0
O -0.648500 3.698507 -0.222559 0.1 0.0 1.0
C -0.515795 3.343956 0.944207 0.6 -1.0 -0.1
C -0.496927 4.228206 2.193032 -0.2 0.7 -0.5
C -0.360754 3.267274 3.345480 0.0 0.3 0.7
C -0.349233 1.891519 2.725832 0.6 -0.4 -1.3
O -0.259700 0.802430 3.286964 -0.3 0.8 0.1
N -0.316227 2.019908 1.343355 -0.5 1.3 0.8
H 0.315468 4.971519 2.184356 -0.2 -0.3 -0.4
H -1.435140 4.791022 2.215023 0.1 0.0 0.0
H 0.585942 3.409369 3.875038 -0.1 -0.1 0.1
H -1.158620 3.422722 4.067694 -0.1 -0.4 0.2
```
Forces are in eV/Å.

The max |F| is 3.95 eV Å⁻¹. As for the total charge: -1. As for the frontier orbital gap (alpha / beta): 3.3 / 3.3 eV.

=====

The molecule C4H4N4 at a distorted geometry, computed with the ωB97M-V functional and the def2-TZVPD basis.

Geometry as XYZ:
```
12
Properties=species:S:1:pos:R:3:forces:R:3
H -3.143998 0.692190 -0.834472 2.7 -2.9 2.4
N -2.578189 -0.221538 -0.341465 -3.9 1.1 -2.7
C -1.408610 -0.170914 0.032880 3.0 2.3 1.1
C -0.679972 1.214006 0.203659 1.0 1.8 1.9
N 0.605958 1.415003 0.118115 -0.7 -1.1 -0.7
C 1.405413 0.246246 -0.183235 -0.4 -3.6 0.5
N 2.683868 0.088744 -0.195273 -0.2 -1.7 0.3
H 2.958075 -1.064668 -0.148810 -1.1 4.3 -0.6
C 0.695270 -1.174864 -0.045857 -6.2 3.8 2.6
N -0.581965 -1.332819 0.414565 2.8 1.4 -3.0
H -1.287897 2.231106 0.744036 1.4 -3.3 -2.1
H 1.332049 -1.922494 0.235857 1.7 -2.2 0.2
```
Forces are in eV/Å.

Its SMILES is [H]/N=C1C=N/C(=N/[H])C=N\1. The max |F| is 7.76 eV Å⁻¹. As for the frontier orbital gap: 8.3 eV.